Record 1
C10H11IN2 | wB97M-V/def2-TZVPD

The value obtained for the energy above the lowest of the compared OMol25 structures with the same formula, charge and spin is 135.3 kJ/mol. The calculation puts the orbital gap at 0.2889 hartree.

Structure (ORCA input):
```
! RIJCOSX wB97M-V def2-TZVPD def2/J DEFGRID3
* xyz 0 1
C 0.038 -2.651 -0.535
C 1.065 -1.833 -0.150
C 0.077 -1.088 -2.001
C -1.253 -0.431 1.085
C -0.270 0.034 1.995
C -1.612 0.346 0.062
C 0.537 1.054 1.687
C -0.986 1.686 -0.098
C 0.414 1.689 0.411
C 1.555 0.550 -1.031
N -0.557 -2.194 -1.671
N 1.006 -0.717 -1.031
I 1.404 3.598 0.316
H -0.303 -3.593 -0.045
H 1.448 -1.837 0.893
H -0.369 -0.358 -2.613
H -1.759 -1.471 1.356
H -0.091 -0.490 2.875
H -2.409 -0.087 -0.688
H 1.149 1.475 2.461
H -1.229 1.960 -1.108
H -1.707 2.410 0.441
H 2.562 0.736 -0.746
H 1.291 1.209 -1.867
*
```

=====

Record 2
C3H5NO2 | wB97M-V/def2-TZVPD

As for the SMILES: CNC(=O)C=O. The value obtained for the energy above the lowest of the compared OMol25 structures with the same formula, charge and spin is 83.3 kJ/mol. The calculation puts the orbital gap at 0.3713 hartree.

Structure (ORCA input):
```
! RIJCOSX wB97M-V def2-TZVPD def2/J DEFGRID3
* xyz 0 1
C -1.049 1.372 -0.027
N 0.103 0.489 -0.108
C 0.038 -0.807 0.257
O -0.925 -1.364 0.755
C 1.335 -1.572 -0.017
O 1.950 -1.454 -1.051
H -1.889 1.002 -0.628
H -1.411 1.459 1.005
H -0.758 2.363 -0.389
H 0.949 0.763 -0.589
H 1.658 -2.251 0.793
*
```

=====

Record 3
C6H47N3O20S | wB97M-V/def2-TZVPD

The calculation puts the orbital gap at 0.0392 hartree.

Structure (ORCA input):
```
! RIJCOSX wB97M-V def2-TZVPD def2/J DEFGRID3
* xyz 0 1
N -4.179 12.321 24.348
H -3.187 12.351 24.161
H -4.750 12.075 23.551
H -4.415 13.279 24.562
H -4.378 11.637 25.064
C -4.374 12.440 18.482
C -4.901 12.131 17.118
N -3.780 11.811 16.284
C -2.715 12.699 15.997
C -1.788 11.979 15.184
N -2.364 10.765 14.851
C -3.567 10.624 15.539
C -1.837 9.870 13.858
H -5.207 12.407 19.183
H -3.937 13.439 18.469
H -3.577 11.790 18.844
H -5.388 12.987 16.651
H -5.537 11.254 17.236
H -2.507 13.673 16.413
H -0.817 12.264 14.807
H -4.313 9.855 15.400
H -2.127 8.897 14.254
H -0.759 10.019 13.798
H -2.068 9.919 12.794
S 3.745 15.467 13.816
O 2.344 15.488 13.317
O 3.831 14.522 14.904
O 4.608 15.059 12.698
O 4.234 16.794 14.202
O -3.638 18.691 20.836
H -4.161 18.169 20.227
H -3.970 19.583 20.733
O -4.830 16.998 13.832
H -3.880 17.043 13.939
H -4.985 16.147 13.420
O -0.160 9.851 21.277
H -0.673 10.468 21.800
H -0.514 8.991 21.504
O -6.199 10.486 11.736
H -6.330 9.565 11.963
H -5.950 10.472 10.812
O -0.558 13.905 11.245
H 0.083 14.375 11.777
H -1.366 14.411 11.338
O -6.649 6.871 13.475
H -7.360 6.587 14.050
H -6.689 6.272 12.730
O -9.129 15.116 16.721
H -9.361 14.491 16.033
H -9.945 15.577 16.911
O 3.691 8.829 11.792
H 4.453 8.772 12.369
H 3.032 8.274 12.209
O 3.064 10.917 16.122
H 3.274 11.712 15.633
H 3.701 10.271 15.816
O -5.914 17.087 17.663
H -5.811 17.119 16.712
H -6.582 16.417 17.810
O -1.439 15.213 20.310
H -0.799 15.297 19.603
H -0.999 14.678 20.970
O -0.972 17.161 14.155
H -0.877 17.924 13.585
H -0.228 16.602 13.933
O -8.280 15.101 22.752
H -8.518 14.470 23.431
H -8.650 14.739 21.947
O 1.331 7.991 8.894
H 1.413 8.663 9.571
H 1.756 8.370 8.125
O -4.809 6.892 18.614
H -3.957 6.984 18.188
H -4.617 6.447 19.440
O 0.380 9.331 17.813
H 1.040 9.917 17.441
H 0.103 9.764 18.621
*
```

=====

Record 4
C41H59BBaBrN10O3S | wB97M-V/def2-TZVPD

The value obtained for the energy above the lowest of the compared OMol25 structures with the same formula, charge and spin is 217.6 kJ/mol. The calculation puts the orbital gap at 0.2389 hartree.

Structure (ORCA input):
```
! RIJCOSX wB97M-V def2-TZVPD def2/J DEFGRID3
* xyz -1 1
Ba 0.002 0.241 -0.661
C 3.628 -4.650 -0.686
C 3.453 -3.208 -0.350
C 4.444 -2.386 0.142
C 3.831 -1.142 0.327
N 2.552 -1.221 -0.032
N 2.321 -2.476 -0.447
B 0.993 -3.075 -0.962
N 0.517 -2.501 -2.315
N 0.438 -1.212 -2.683
C -0.043 -1.165 -3.922
C -0.262 -2.472 -4.373
C 0.098 -3.291 -3.326
C 0.008 -4.778 -3.323
C -0.250 0.058 -4.785
C -1.482 -0.170 -5.674
C 1.005 0.214 -5.658
C -0.482 1.338 -3.992
N -0.132 -3.101 0.104
N -0.765 -2.032 0.603
C -1.740 -2.464 1.398
C -1.718 -3.862 1.426
C -0.683 -4.232 0.594
C -0.251 -5.636 0.334
C -2.662 -1.601 2.221
C -3.832 -2.437 2.763
C -1.858 -1.070 3.414
C -3.241 -0.449 1.401
C 4.551 0.092 0.808
C 5.029 0.885 -0.412
C 3.632 0.969 1.651
C 5.779 -0.302 1.645
H 4.662 -4.931 -0.490
H 3.408 -4.844 -1.734
H 2.973 -5.270 -0.076
H 5.464 -2.660 0.327
H 1.242 -4.210 -1.172
H -0.627 -2.806 -5.324
H -0.234 -5.118 -4.327
H -0.788 -5.092 -2.651
H 0.939 -5.246 -3.009
H -1.330 -0.988 -6.374
H -1.706 0.728 -6.250
H -2.339 -0.404 -5.046
H 1.163 -0.671 -6.271
H 1.879 0.349 -5.025
H 0.913 1.082 -6.309
H -1.353 1.226 -3.357
H -0.650 2.171 -4.674
H 0.373 1.570 -3.370
H -2.359 -4.526 1.968
H -0.923 -6.312 0.860
H 0.760 -5.810 0.698
H -0.275 -5.877 -0.724
H -3.480 -3.216 3.436
H -4.386 -2.898 1.948
H -4.509 -1.793 3.321
H -1.467 -1.904 3.997
H -2.490 -0.456 4.055
H -1.031 -0.467 3.054
H -3.757 -0.838 0.526
H -2.454 0.220 1.072
H -3.951 0.123 2.000
H 4.170 1.189 -0.998
H 5.677 0.278 -1.042
H 5.575 1.774 -0.100
H 2.760 1.258 1.073
H 4.157 1.870 1.962
H 3.305 0.429 2.537
H 6.528 -0.801 1.033
H 5.497 -0.965 2.461
H 6.235 0.592 2.067
Br -2.716 5.101 -0.720
C -3.775 3.520 -0.808
C -5.112 3.599 -0.451
C -5.862 2.441 -0.591
C -5.245 1.302 -1.077
C -3.882 1.335 -1.362
N -3.165 2.443 -1.225
C -3.156 0.054 -1.836
O -3.841 -0.757 -2.453
O -1.955 -0.015 -1.520
H -5.542 4.522 -0.094
H -6.911 2.441 -0.324
H -5.780 0.380 -1.242
S 0.790 3.096 0.190
C 1.897 3.089 -1.087
C 2.691 4.225 -1.375
C 3.590 4.185 -2.406
C 3.706 3.011 -3.157
C 2.902 1.946 -2.807
N 2.022 1.966 -1.816
H 2.566 5.108 -0.768
H 4.207 5.045 -2.636
H 4.403 2.931 -3.977
H 2.967 1.002 -3.332
C 0.934 1.437 3.620
N -0.245 2.045 4.187
C -0.090 2.537 5.532
C -1.451 2.830 6.142
C -2.186 3.767 5.196
N -2.281 3.152 3.897
C -3.252 3.728 2.999
C -1.275 2.386 3.354
O -1.354 1.965 2.216
H 1.156 0.494 4.125
H 1.788 2.111 3.722
H 0.757 1.260 2.562
H 0.535 3.445 5.545
H 0.435 1.768 6.113
H -1.343 3.284 7.128
H -2.010 1.897 6.238
H -1.666 4.736 5.139
H -3.206 3.958 5.552
H -4.243 3.689 3.460
H -3.246 3.149 2.080
H -3.003 4.770 2.765
*
```

=====

Record 5
C9H7NO | wB97M-V/def2-TZVPD

As for the SMILES: O=c1ccc2ccc[nH]c-2c1. The value obtained for the energy above the lowest of the compared OMol25 structures with the same formula, charge and spin is 62.9 kJ/mol. The calculation puts the orbital gap at 0.2699 hartree.

Structure (ORCA input):
```
! RIJCOSX wB97M-V def2-TZVPD def2/J DEFGRID3
* xyz 0 1
O 2.498 -1.429 2.463
C 1.659 -1.087 1.619
C 0.650 -2.085 1.195
C -0.337 -1.811 0.344
C -0.465 -0.496 -0.256
C -1.543 -0.120 -1.022
C -1.630 1.175 -1.569
C -0.660 2.086 -1.277
N 0.337 1.757 -0.426
C 0.496 0.488 0.157
C 1.497 0.211 1.049
H 0.663 -3.072 1.682
H -1.099 -2.572 0.115
H -2.285 -0.851 -1.320
H -2.464 1.369 -2.229
H -0.664 3.087 -1.652
H 1.080 2.415 -0.135
H 2.268 0.935 1.263
*
```

=====

Record 6
C2HClFN3 | wB97M-V/def2-TZVPD

As for the SMILES: FC1N=N1.N#CCl. The value obtained for the energy above the lowest of the compared OMol25 structures with the same formula, charge and spin is 185.6 kJ/mol. The calculation puts the orbital gap at 0.4024 hartree.

Structure (ORCA input):
```
! RIJCOSX wB97M-V def2-TZVPD def2/J DEFGRID3
* xyz 0 1
F 1.379 -0.446 0.307
C 0.090 -0.047 0.022
N -0.442 -0.418 -1.217
N -0.158 0.795 -1.062
H -0.620 -0.018 0.959
N 2.446 -0.648 -2.874
C 2.231 -1.755 -2.673
Cl 2.007 -3.339 -2.492
*
```

=====

Record 7
C17H22CoN6Se2 | wB97M-V/def2-TZVPD

Its expectation value of S² is 0.762. The value obtained for the energy above the lowest of the compared OMol25 structures with the same formula, charge and spin is 17.1 kJ/mol. The calculation puts the orbital gap (alpha / beta) at 0.3083 / 0.3215 hartree.

Structure (ORCA input):
```
! RIJCOSX wB97M-V def2-TZVPD def2/J DEFGRID3
* xyz 2 2
Co -0.019 0.609 -0.602
N 3.948 0.470 0.096
C 4.123 0.453 -1.265
C 2.876 0.515 -1.810
N 1.955 0.559 -0.796
C 2.627 0.535 0.344
C 1.846 0.615 1.560
N 0.532 0.732 1.433
C 0.029 0.797 2.705
C 1.051 0.716 3.603
N 2.197 0.605 2.860
H 4.692 0.440 0.776
H 5.099 0.405 -1.715
H 2.596 0.541 -2.848
H -1.025 0.890 2.905
H 1.065 0.730 4.678
H 3.125 0.520 3.243
C -3.175 0.292 -1.858
Se -2.331 0.692 -0.155
C -2.629 2.623 -0.067
C -1.959 3.376 -1.197
Se -0.063 2.920 -1.411
C 0.678 3.918 0.082
H -4.242 0.482 -1.779
H -3.006 -0.768 -2.032
H -2.734 0.876 -2.661
H -2.224 2.914 0.902
H -3.705 2.799 -0.042
H -2.020 4.453 -1.044
H -2.418 3.160 -2.161
H 0.538 4.979 -0.106
H 1.742 3.692 0.104
H 0.213 3.615 1.016
N 0.068 -3.270 -2.054
C 0.210 -1.935 -2.087
N -0.156 -1.364 -0.959
C -0.556 -2.403 -0.117
C -1.028 -2.392 1.195
C -1.358 -3.605 1.761
C -1.223 -4.811 1.054
C -0.752 -4.839 -0.241
C -0.422 -3.612 -0.807
H 0.263 -3.896 -2.819
H 0.576 -1.417 -2.959
H -1.131 -1.471 1.751
H -1.730 -3.635 2.775
H -1.496 -5.737 1.539
H -0.647 -5.767 -0.786
*
```

=====

Record 8
C20H23N3O3 | wB97M-V/def2-TZVPD

As for the SMILES: CCc1nc2ccccc2n1C[C@@H](O)COc1ccc(NC(C)=O)cc1. The value obtained for the energy above the lowest of the compared OMol25 structures with the same formula, charge and spin is 91.1 kJ/mol. The calculation puts the orbital gap at 0.3215 hartree.

Structure (ORCA input):
```
! RIJCOSX wB97M-V def2-TZVPD def2/J DEFGRID3
* xyz 0 1
C -3.039 1.933 3.265
C -3.120 0.531 2.673
C -3.256 0.580 1.190
N -3.404 1.675 0.505
C -3.518 1.291 -0.808
C -3.691 2.051 -1.958
C -3.769 1.379 -3.161
C -3.678 -0.013 -3.231
C -3.507 -0.787 -2.101
C -3.431 -0.117 -0.891
N -3.270 -0.552 0.407
C -3.057 -1.910 0.816
C -1.651 -2.447 0.467
O -1.735 -3.127 -0.761
C -0.602 -1.331 0.389
O 0.641 -1.967 0.192
C 1.759 -1.185 0.078
C 2.965 -1.864 -0.085
C 4.154 -1.180 -0.209
C 4.162 0.213 -0.173
N 5.332 0.972 -0.292
C 6.622 0.550 -0.443
C 7.594 1.710 -0.534
O 6.965 -0.608 -0.498
C 2.958 0.889 -0.011
C 1.763 0.203 0.114
H -3.924 2.501 2.993
H -2.173 2.456 2.872
H -2.964 1.882 4.349
H -2.226 -0.039 2.944
H -3.985 0.005 3.090
H -3.760 3.125 -1.900
H -3.904 1.939 -4.074
H -3.741 -0.494 -4.196
H -3.420 -1.861 -2.155
H -3.223 -1.980 1.892
H -3.777 -2.556 0.304
H -1.337 -3.154 1.252
H -0.836 -3.322 -1.053
H -0.832 -0.668 -0.456
H -0.597 -0.747 1.319
H 2.949 -2.942 -0.111
H 5.080 -1.715 -0.333
H 5.183 1.971 -0.259
H 7.351 2.339 -1.388
H 8.601 1.322 -0.653
H 7.548 2.313 0.371
H 2.947 1.970 0.017
H 0.851 0.766 0.235
*
```

=====

Record 9
C5H8O | wB97M-V/def2-TZVPD

The value obtained for the energy above the lowest of the compared OMol25 structures with the same formula, charge and spin is 521.9 kJ/mol. The calculation puts the orbital gap at 0.3585 hartree.

Structure (ORCA input):
```
! RIJCOSX wB97M-V def2-TZVPD def2/J DEFGRID3
* xyz 0 1
C 1.491 -0.056 -1.590
C 1.417 1.187 -2.053
C -0.997 -1.396 1.334
C -1.756 -0.210 0.726
O -0.952 0.720 1.582
C -0.277 -0.388 1.906
H 1.050 -0.895 -2.123
H 2.008 -0.291 -0.663
H 1.868 2.024 -1.524
H 0.912 1.422 -2.988
H -1.418 0.067 -0.284
H -2.838 -0.109 0.789
H 0.660 -0.405 2.437
H -1.169 -1.671 2.451
*
```

=====

Record 10
CH2N2O2 | wB97M-V/def2-TZVPD

As for the SMILES: N=C=O.N=O. The value obtained for the energy above the lowest of the compared OMol25 structures with the same formula, charge and spin is 373.9 kJ/mol. The calculation puts the orbital gap at 0.3434 hartree.

Structure (ORCA input):
```
! RIJCOSX wB97M-V def2-TZVPD def2/J DEFGRID3
* xyz 0 1
N 0.929 1.352 0.002
C 1.711 0.497 -0.196
O 2.494 -0.327 -0.364
H -0.046 1.644 0.180
N -1.479 -1.221 0.484
O -1.720 -1.711 -0.592
H -1.889 -0.234 0.486
*
```

=====

Record 11
C2H4N4O2 | wB97M-V/def2-TZVPD

As for the SMILES: N#C/N=[N+](\[O-])O.C=N. The value obtained for the energy above the lowest of the compared OMol25 structures with the same formula, charge and spin is 495.8 kJ/mol. The calculation puts the orbital gap at 0.3545 hartree.

Structure (ORCA input):
```
! RIJCOSX wB97M-V def2-TZVPD def2/J DEFGRID3
* xyz 0 1
N 2.398 2.350 0.165
C 1.791 1.384 -0.090
N 1.018 0.289 -0.164
N 1.527 -0.902 0.039
O 2.695 -1.192 -0.138
O 0.592 -1.809 0.192
H -0.429 -1.356 0.275
C -2.093 0.311 -0.459
N -1.422 -0.225 0.444
H -2.537 -0.436 -1.132
H -2.547 1.293 -0.314
H -0.993 0.293 1.182
*
```

=====

Record 12
C7H14O | wB97M-V/def2-TZVPD

Its expectation value of S² is 0.755. The value obtained for the energy above the lowest of the compared OMol25 structures with the same formula, charge and spin is 217.8 kJ/mol. The calculation puts the orbital gap (alpha / beta) at 0.2822 / 0.1420 hartree.

Structure (ORCA input):
```
! RIJCOSX wB97M-V def2-TZVPD def2/J DEFGRID3
* xyz 1 2
C -1.082 1.762 -1.308
O -1.841 2.907 -1.380
C 0.194 1.879 -0.461
C 1.152 0.653 -0.634
C 0.465 -0.687 -0.236
C 1.219 -1.517 0.851
C 0.521 -2.712 1.311
C -0.497 -2.960 2.179
H -1.760 1.050 -0.708
H -0.993 1.184 -2.215
H -1.452 3.784 -1.212
H -0.063 1.877 0.624
H 0.775 2.756 -0.673
H 1.344 0.563 -1.742
H 2.167 0.766 -0.304
H 0.423 -1.393 -1.056
H -0.562 -0.454 -0.001
H 2.232 -1.721 0.477
H 1.440 -0.917 1.784
H 1.069 -3.589 0.976
H -0.597 -3.855 2.773
H -1.189 -2.139 2.395
*
```

=====

Record 13
C6H9N | wB97M-V/def2-TZVPD

The value obtained for the energy above the lowest of the compared OMol25 structures with the same formula, charge and spin is 493.4 kJ/mol. The calculation puts the orbital gap at 0.2740 hartree.

Structure (ORCA input):
```
! RIJCOSX wB97M-V def2-TZVPD def2/J DEFGRID3
* xyz 0 1
C 2.977 0.386 0.220
C 1.473 0.514 0.105
C 0.914 -0.628 -0.515
C -0.432 -0.927 -0.510
N -1.407 -0.429 0.272
C -2.764 -0.070 -0.023
C -1.805 0.895 0.623
H 3.459 0.782 -0.691
H 3.348 -0.650 0.334
H 3.364 0.997 1.044
H -0.778 -1.774 -1.102
H 1.510 -1.418 -0.997
H -3.524 -0.551 0.590
H -3.034 0.078 -1.066
H -1.388 1.701 0.029
H -1.913 1.095 1.686
*
```

=====

Record 14
C11H17F4O8PS | wB97M-V/def2-TZVPD

As for the SMILES: CS(=O)(=O)[C@@H]1[C@](CC=O)(CCO)CO[C@@]1(C(F)(F)C(F)F)P(=O)(O)O. The calculation puts the orbital gap at 0.3876 hartree.

Structure (ORCA input):
```
! RIJCOSX wB97M-V def2-TZVPD def2/J DEFGRID3
* xyz 0 1
C 1.758 -1.538 2.211
S 0.879 0.006 2.287
O -0.293 -0.217 3.103
O 1.800 1.011 2.716
C 0.158 0.473 0.669
C -0.728 -0.649 -0.003
C -1.844 -0.078 -0.900
C -2.689 -1.113 -1.603
O -2.928 -1.002 -2.777
C -1.305 -1.734 0.912
C -2.489 -1.292 1.777
O -3.687 -1.813 1.201
C 0.301 -1.227 -0.981
O 1.028 -0.107 -1.483
C 1.030 0.989 -0.543
C 2.548 1.264 -0.312
F 3.098 0.111 0.183
F 2.753 2.226 0.574
C 3.411 1.596 -1.577
F 3.862 2.853 -1.528
F 2.697 1.441 -2.720
P 0.312 2.543 -1.314
O 1.196 3.687 -1.127
O -1.132 2.784 -0.687
O 0.002 2.119 -2.810
H 2.210 -1.732 1.249
H 2.521 -1.436 2.982
H 1.086 -2.346 2.484
H -0.536 1.223 1.056
H -2.538 0.525 -0.304
H -1.439 0.514 -1.715
H -3.115 -1.943 -1.034
H -1.603 -2.593 0.308
H -0.554 -2.099 1.598
H -2.361 -1.657 2.796
H -2.528 -0.201 1.839
H -4.440 -1.484 1.702
H 0.962 -1.964 -0.521
H -0.152 -1.718 -1.846
H 4.267 0.919 -1.596
H -1.835 2.436 -1.250
H 0.318 1.224 -3.017
*
```

=====

Number 1: E_tot -794.71614 hartree. Number 2: E_tot -322.54260 hartree. Number 3: E_tot -2323.69416 hartree. Number 4: E_tot -5393.91140 hartree. Number 5: E_tot -477.13545 hartree. Number 6: E_tot -801.01831 hartree. Number 7: E_tot -7174.75554 hartree. Number 8: E_tot -1165.95346 hartree. Number 9: E_tot -270.35910 hartree. Number 10: E_tot -299.19442 hartree. Number 11: E_tot -447.91357 hartree. Number 12: E_tot -349.93431 hartree. Number 13: E_tot -288.59410 hartree. Number 14: E_tot -2170.31349 hartree.